1.
Computed, not measured: a cluster of 2 separate species, C29H37N3O4 in total in a non-equilibrium geometry, with ωB97M-V/def2-TZVPD.

Calculated values
E in eV: -43327.9542

Structure (ORCA input):
```
! wB97M-V def2-TZVPD RIJCOSX def2/J DEFGRID3
* xyz 0 1
C 5.760 -0.488 -3.790
O 5.414 -0.308 -2.399
C 4.112 -0.173 -2.038
C 3.857 -0.033 -0.651
C 2.581 0.221 -0.203
C 1.503 0.386 -1.108
C 0.190 0.758 -0.632
C -0.710 1.542 -1.327
C -2.173 1.503 -0.990
N -3.069 0.507 -1.791
C -4.185 1.270 -2.537
C -5.097 0.292 -3.238
N -4.665 -1.112 -2.992
C -3.279 -1.295 -3.496
C -2.311 -0.358 -2.801
C -4.692 -1.384 -1.529
C -3.790 -0.425 -0.791
C -0.184 2.654 -2.218
C -1.176 3.324 -3.141
O 0.984 3.039 -2.188
C 1.757 0.148 -2.481
C 3.029 -0.125 -2.954
H 6.843 -0.614 -3.776
H 5.282 -1.387 -4.204
H 5.494 0.397 -4.384
H 4.701 -0.111 0.028
H 2.390 0.335 0.863
H -0.124 0.360 0.329
H -2.310 1.217 0.067
H -2.654 2.490 -1.081
H -4.720 1.850 -1.774
H -3.697 1.949 -3.247
H -6.127 0.393 -2.873
H -5.079 0.459 -4.323
H -2.995 -2.342 -3.315
H -3.289 -1.108 -4.578
H -1.831 0.326 -3.515
H -1.540 -0.902 -2.241
H -5.729 -1.276 -1.189
H -4.362 -2.418 -1.373
H -3.008 -0.949 -0.229
H -4.364 0.234 -0.129
H -1.948 3.859 -2.573
H -0.638 4.048 -3.759
H -1.665 2.595 -3.803
H 0.927 0.188 -3.189
H 3.197 -0.276 -4.022
C 1.266 4.835 2.870
C 1.505 3.656 3.782
O 1.029 2.468 3.106
C 1.126 1.342 3.857
C 0.688 0.153 3.090
N 0.948 -0.999 3.601
C 0.997 -2.193 3.090
C 1.235 -3.337 3.935
C 1.601 -4.606 3.418
C 1.778 -5.683 4.281
C 1.594 -5.519 5.664
C 1.266 -4.258 6.186
C 1.116 -3.166 5.329
O 1.537 1.317 5.005
H 1.789 5.711 3.259
H 1.623 4.646 1.852
H 0.198 5.075 2.831
H 2.575 3.543 4.003
H 0.961 3.778 4.727
H 0.110 0.344 2.185
H 0.913 -2.347 1.998
H 1.740 -4.706 2.340
H 2.055 -6.660 3.881
H 1.711 -6.372 6.333
H 1.127 -4.115 7.257
H 0.902 -2.166 5.705
*
```

Atom charges from the Löwdin analysis, given in e for atoms 1 to 2: C -0.057; O -0.080

2.
Computed, not measured: a cluster of 2 separate species, CH2N2O3S2 in total in a non-equilibrium geometry, with ωB97M-V/def2-TZVPD.

Calculated values
E in eV: -31858.6443

Structure (ORCA input):
```
! wB97M-V def2-TZVPD RIJCOSX def2/J DEFGRID3
* xyz -2 1
C 0.242 -2.060 0.156
N -0.592 -1.257 0.733
N 0.052 1.922 -1.711
O 1.132 -2.201 -0.659
O -1.758 1.031 1.177
O 0.700 0.973 1.445
S -0.452 -3.276 1.368
S -0.458 0.620 0.612
H 0.222 2.845 -1.120
H 0.911 1.402 -2.001
*
```

Atom charges from the Löwdin analysis, given in e for atoms 1 to 2: C -1.072; N -0.289

3.
Computed, not measured: a cluster of 2 separate species, C7H10N in total in a non-equilibrium geometry, with ωB97M-V/def2-TZVPD.

Calculated values
E in eV: -8894.9262

Structure (ORCA input):
```
! wB97M-V def2-TZVPD RIJCOSX def2/J DEFGRID3
* xyz 1 1
C -1.096 0.481 -0.874
C -1.138 -0.351 0.269
C 0.328 0.871 -0.638
C 0.324 -0.004 0.563
C -2.046 -1.386 0.763
C 1.400 1.614 -1.344
C 1.351 -0.492 1.528
N -0.056 -0.697 -0.733
H -2.145 0.966 -2.895
H -2.716 -0.874 1.417
H -1.560 -2.015 1.392
H -2.573 -1.925 0.100
H 1.145 2.564 -1.656
H 1.634 1.308 -2.342
H 2.326 1.799 -0.805
H 0.884 -0.740 2.442
H 2.150 0.233 1.802
H 1.787 -1.351 1.014
*
```

Atom charges from the Löwdin analysis, given in e for atoms 1 to 2: C 0.106; C -0.247

4.
Computed, not measured: a cluster of 2 separate species, C2H3Cl2NSi in total in a non-equilibrium geometry, with ωB97M-V/def2-TZVPD.

Calculated values
E in eV: -36534.7896

Structure (ORCA input):
```
! wB97M-V def2-TZVPD RIJCOSX def2/J DEFGRID3
* xyz 0 1
C 1.981 -0.930 -0.666
C 0.771 -0.667 -0.032
N 3.013 -1.304 -1.062
Si 0.621 0.494 1.450
Cl 2.238 1.602 1.575
Cl 0.695 -0.666 3.140
H -0.142 -1.267 -0.185
H 0.279 0.657 -1.200
H -0.481 1.440 1.414
*
```

Atom charges from the Löwdin analysis, given in e for atoms 1 to 2: C -0.410; C -0.301

5.
Computed, not measured: the ion C5H6N with charge +1 in a non-equilibrium geometry, with ωB97M-V/def2-TZVPD.

Calculated values
E in eV: -6759.3321

Structure (ORCA input):
```
! wB97M-V def2-TZVPD RIJCOSX def2/J DEFGRID3
* xyz 1 1
C -1.228 0.696 0.153
C 1.443 0.453 -0.058
C 0.940 -0.847 0.610
C -1.776 -0.511 -0.645
C 0.071 0.272 0.330
N -2.355 -0.175 0.413
H -1.332 1.646 -0.394
H 1.888 1.311 0.502
H 1.815 0.557 -1.020
H 1.082 -1.699 0.064
H 0.927 -0.941 1.665
H -1.474 -0.762 -1.620
*
```

Atom charges from the Löwdin analysis, given in e for atoms 1 to 2: C -0.167; C 0.008

6.
Computed, not measured: a cluster of 3 separate species, C4H12O2 in total in a non-equilibrium geometry, with ωB97M-V/def2-TZVPD.

Calculated values
E in eV: -8435.4153
SMILES string: C=CCC.O.O

Structure (ORCA input):
```
! wB97M-V def2-TZVPD RIJCOSX def2/J DEFGRID3
* xyz 0 1
C 0.660 0.748 1.150
C 1.202 -0.030 2.109
C 1.153 -1.472 1.991
C -0.240 -1.852 1.573
H 0.505 1.751 1.246
H 0.326 0.419 0.263
H 1.770 0.409 2.883
H 1.868 -1.839 1.299
H 1.503 -1.851 2.974
H -0.602 -1.291 0.755
H -0.299 -2.896 1.250
H -0.895 -2.021 2.482
O -2.803 2.967 -2.416
H -2.947 2.444 -1.666
H -2.624 3.832 -1.974
O 0.688 -0.663 -3.011
H 0.167 -1.054 -3.706
H 1.495 -0.700 -3.328
*
```

Atom charges from the Löwdin analysis, given in e for atoms 1 to 2: C 0.029; C -0.175

7.
Computed, not measured: a cluster of 2 separate species, CH2NOP in total in a non-equilibrium geometry, with ωB97M-V/def2-TZVPD.

Calculated values
E in eV: -13893.0921

Structure (ORCA input):
```
! wB97M-V def2-TZVPD RIJCOSX def2/J DEFGRID3
* xyz 0 1
C -1.554 -0.144 -0.339
N 1.636 0.561 -0.133
O -2.408 0.114 0.357
P 0.633 0.047 0.900
H 1.771 0.474 -1.213
H -0.079 -1.051 0.427
*
```

Atom charges from the Löwdin analysis, given in e for atoms 1 to 2: C -0.156; N -0.408

8.
Computed, not measured: a structure of composition C19H26AuBrN6O in a non-equilibrium geometry, with ωB97M-V/def2-TZVPD.

Calculated values
E in eV: -104834.2083

Structure (ORCA input):
```
! wB97M-V def2-TZVPD RIJCOSX def2/J DEFGRID3
* xyz 2 1
Au 0.868 -0.358 0.262
C -0.199 -2.113 2.694
C 0.230 -0.726 2.384
O 0.231 0.268 2.954
H -0.154 -2.249 3.775
H 0.416 -2.848 2.183
H -1.230 -2.211 2.350
N 0.841 6.058 -0.402
C 0.954 4.721 -0.369
C 0.421 3.905 -1.386
C 0.544 2.543 -1.293
N 1.158 1.920 -0.272
C 1.685 2.694 0.692
C 1.615 4.063 0.687
H 0.371 6.523 -1.158
H 1.231 6.628 0.327
H -0.071 4.347 -2.242
H 0.139 1.903 -2.069
H 2.187 2.178 1.503
H 2.072 4.629 1.488
Br 3.166 -1.573 2.666
C 3.904 -0.907 1.064
C 5.280 -0.838 0.951
C 5.818 -0.381 -0.241
C 4.963 -0.016 -1.271
C 3.604 -0.098 -1.064
N 3.073 -0.538 0.087
H 5.903 -1.142 1.778
H 6.890 -0.310 -0.363
H 5.345 0.330 -2.220
H 2.900 0.200 -1.829
C -3.096 -3.696 -1.690
C -1.743 -3.910 -1.044
N -1.173 -2.607 -0.711
C -1.893 -1.530 -0.334
N -1.243 -0.460 0.127
C -1.987 0.720 0.570
C -3.267 0.865 -0.228
C -4.063 -0.418 -0.110
N -3.228 -1.568 -0.458
C -3.932 -2.812 -0.785
H -3.598 -4.650 -1.838
H -2.972 -3.219 -2.663
H -1.062 -4.418 -1.724
H -1.843 -4.523 -0.144
H -0.179 -2.543 -0.559
H -1.360 1.599 0.447
H -2.216 0.639 1.640
H -3.023 1.051 -1.276
H -3.853 1.705 0.143
H -4.910 -0.403 -0.795
H -4.459 -0.538 0.903
H -4.865 -2.542 -1.278
H -4.191 -3.342 0.138
*
```

Atom charges from the Löwdin analysis, given in e for atoms 1 to 2: Au 1.032; C -0.033